Formula: C21H22MgN4O4S
Source: the OMol25 dataset
Level of theory: ωB97M-V with the def2-TZVPD basis set

HOMO ... -7.3 eV
Multiplicity ... 1
HOMO-LUMO gap ... 7.828 eV
Net charge ... 0
Energy relative to the best compared isomer or geometry (same formula, charge and spin) ... 0.0 kJ/mol
Strongest force on any atom ... 3.212 eV/A

```
53
Properties=species:S:1:pos:R:3:forces:R:3:mulliken_charge:R:1
Mg -0.242 -0.284 -0.269 0.30 0.64 -0.34 1.726
O 0.126 1.661 0.000 0.39 -0.12 -0.12 -0.626
C 0.976 2.300 0.744 -0.85 -0.10 -0.92 0.636
C 1.387 3.590 0.302 0.28 0.78 0.65 -0.600
C 2.175 4.396 1.104 -0.57 -0.14 -0.15 -0.524
C 2.652 3.899 2.344 0.36 1.31 -0.93 -0.721
C 2.342 2.659 2.748 -1.27 -2.18 -0.96 -0.898
C 1.477 1.809 1.956 0.82 1.06 2.11 1.316
C 1.078 0.545 2.562 0.88 0.27 -0.46 -0.955
N 0.507 -0.341 1.860 -0.68 -0.53 -0.12 0.126
C 0.152 -1.622 2.413 0.37 -0.71 0.04 -0.900
C 0.430 -2.708 1.334 -0.29 1.28 0.29 -0.901
N -0.230 -2.330 0.095 0.76 1.01 1.16 0.455
C -0.608 -3.251 -0.661 -0.93 -2.81 -0.68 -0.015
C -1.215 -3.150 -1.949 -1.22 0.18 -1.08 0.572
C -1.748 -4.333 -2.545 0.48 0.30 -0.47 -0.648
C -2.351 -4.311 -3.802 0.45 0.86 1.15 -0.862
C -2.597 -3.039 -4.358 -0.72 -0.23 -1.25 -0.192
C -2.271 -1.860 -3.742 0.89 -0.40 0.18 -0.918
C -1.464 -1.866 -2.572 0.36 0.49 1.18 0.514
O -1.004 -0.760 -2.051 -0.31 -0.73 -0.50 -0.818
H 0.975 3.946 -0.643 0.14 -0.12 0.20 0.466
H 2.361 5.445 0.817 0.12 -0.70 0.09 0.366
H 3.298 4.509 2.926 0.41 0.45 0.45 0.425
H 2.768 2.210 3.631 0.01 0.17 0.37 0.388
H 1.399 0.354 3.615 -0.33 0.11 -0.59 0.169
H -0.936 -1.631 2.666 0.75 -0.04 -0.15 0.224
H 0.767 -1.871 3.307 -0.49 0.16 -0.22 0.449
H 0.023 -3.619 1.734 0.17 -0.87 -0.01 0.539
H 1.496 -2.758 1.066 -0.11 -0.17 0.66 0.242
H -0.555 -4.332 -0.314 0.19 1.00 -0.14 0.018
H -1.618 -5.279 -2.010 0.05 0.22 -0.20 0.315
H -2.627 -5.206 -4.324 -0.19 -0.27 -0.03 0.416
H -3.094 -2.981 -5.359 0.38 -0.10 0.99 0.297
H -2.476 -0.910 -4.195 -0.13 0.31 -0.15 0.439
S 4.196 -1.159 -2.189 0.81 0.59 0.04 -0.170
C 4.322 0.225 -1.162 0.53 0.79 0.11 -0.415
C 3.119 0.541 -0.604 0.35 -2.71 -1.69 -0.553
N 2.138 -0.370 -0.968 -0.61 0.05 -0.32 0.041
C 2.563 -1.263 -1.834 -1.02 0.38 1.23 -0.317
H 5.252 0.796 -1.056 -0.46 -0.50 -0.12 0.410
H 2.857 1.304 0.058 0.07 1.02 0.73 0.206
H 1.905 -2.046 -2.190 0.14 0.06 -0.14 0.362
N -3.040 3.529 1.474 -1.64 -2.15 -1.49 -0.679
C -2.621 2.461 0.499 -0.57 -0.04 1.34 0.077
C -2.515 1.096 1.207 -0.49 1.37 0.12 0.396
O -2.899 1.011 2.479 0.56 -1.41 -0.73 -0.490
O -2.153 0.126 0.607 0.44 -1.23 -0.30 -0.616
H -2.324 4.183 1.657 0.52 0.93 -0.10 0.218
H -3.221 1.858 2.748 -0.37 1.67 0.31 0.385
H -3.922 3.913 1.113 0.93 0.38 0.61 0.201
H -1.656 2.648 0.040 0.08 -0.04 -0.05 -0.012
H -3.355 2.266 -0.306 0.24 0.44 0.40 0.435
```
Forces are in eV/Å.

Formula: C21H22N2O2
Source: the OMol25 dataset
Level of theory: ωB97M-V with the def2-TZVPD basis set

HOMO ... -6.3 eV
Multiplicity ... 1
HOMO-LUMO gap ... 5.828 eV
SMILES string ... C=CC[NH2+][C@@H](/C=C/N1c2ccccc2C[C@@H]1C(=O)[O-])c1ccccc1
Net charge ... 0
Energy relative to the best compared isomer or geometry (same formula, charge and spin) ... 542.7 kJ/mol
Strongest force on any atom ... 3.114 eV/A

```
47
Properties=species:S:1:pos:R:3:forces:R:3:mulliken_charge:R:1
C -5.304 1.023 2.603 0.46 -0.05 -0.12 -0.764
C -4.010 0.751 2.822 -0.01 0.46 -0.07 -0.182
C -3.049 0.175 1.800 0.66 0.67 -0.84 -0.377
N -1.837 1.200 1.576 -2.62 0.46 1.62 -0.157
C -0.458 0.777 1.272 2.21 -1.04 -0.71 0.653
C -0.201 0.292 -0.123 0.40 0.44 -0.56 -0.885
C -0.620 -0.894 -0.642 0.53 -0.72 -0.31 -0.540
N 0.037 -1.657 -1.577 -0.63 0.42 1.84 0.206
C 1.394 -1.758 -1.881 0.76 0.20 -0.56 0.642
C 2.460 -1.010 -1.394 -0.14 -0.04 -0.12 -0.764
C 3.736 -1.272 -1.896 0.03 -0.63 -0.29 -0.755
C 3.946 -2.307 -2.816 0.03 0.04 -0.05 -0.471
C 2.877 -3.079 -3.289 -0.39 0.20 0.42 -0.736
C 1.600 -2.785 -2.826 0.58 0.35 0.36 0.429
C 0.307 -3.455 -3.116 -0.44 -0.39 0.23 -0.928
C -0.720 -2.577 -2.409 -0.88 0.37 -1.05 -0.432
C -1.457 -1.534 -3.361 0.68 -1.79 0.19 0.561
O -2.599 -1.266 -2.950 -0.14 0.85 -0.38 -0.732
O -0.707 -1.185 -4.287 -0.90 0.71 -0.16 -0.698
C 0.575 1.854 1.698 -0.12 0.26 0.21 -0.099
C 0.947 1.940 3.048 0.14 0.12 0.22 -0.239
C 1.720 3.001 3.537 0.05 0.17 -0.43 -0.613
C 2.186 3.985 2.651 -0.09 -0.31 -0.18 -0.408
C 1.983 3.818 1.280 -0.31 -0.55 -0.02 -0.673
C 1.192 2.751 0.817 0.15 0.16 -0.08 -0.292
H -5.979 1.284 3.424 0.45 0.21 -0.32 0.264
H -5.748 1.017 1.603 0.13 -0.49 0.30 0.267
H -3.573 1.039 3.790 -0.22 -0.69 -0.15 0.313
H -2.639 -0.819 2.059 -0.07 0.69 0.02 0.274
H -3.491 0.140 0.798 -0.11 -0.39 0.28 0.422
H -1.842 1.724 2.471 0.30 -0.02 -0.61 0.517
H -2.225 1.823 0.865 0.47 0.19 -0.12 0.489
H -0.284 -0.070 1.934 -0.18 -0.02 0.39 0.352
H 0.540 0.850 -0.694 -0.17 -0.40 0.33 0.423
H -1.569 -1.332 -0.307 0.35 -0.19 -0.14 0.260
H 2.274 -0.255 -0.641 0.26 0.07 -0.13 0.532
H 4.589 -0.684 -1.581 -0.10 0.00 0.13 0.400
H 4.950 -2.533 -3.176 -0.22 0.21 0.12 0.349
H 3.019 -3.910 -3.989 0.04 0.42 0.25 0.398
H 0.281 -4.455 -2.673 0.17 -0.12 -0.06 0.289
H 0.102 -3.551 -4.180 -0.06 0.19 0.01 0.394
H -1.472 -3.121 -1.839 0.09 -0.04 0.22 0.494
H 0.723 1.107 3.716 -0.33 0.30 -0.01 0.343
H 1.990 3.061 4.595 -0.17 -0.12 -0.38 0.370
H 2.758 4.844 2.999 -0.09 -0.28 0.06 0.384
H 2.452 4.479 0.542 -0.25 -0.22 0.43 0.385
H 1.147 2.573 -0.256 -0.33 0.32 0.21 0.337
```
Forces are in eV/Å.